1.
{"formula": "C4H16NO3", "method": "the ωB97M-V functional and the def2-TZVPD basis", "species": ["O", "O", "O", "N", "C", "C", "C", "C", "H", "H", "H", "H", "H", "H", "H", "H", "H", "H", "H", "H", "H", "H", "H", "H"], "positions_angstrom": [[2.50699, 1.45934, 3.09265], [0.73761, 0.18050, -1.93124], [-5.18288, 0.63164, -3.56430], [1.70392, 0.82600, 0.64569], [0.67748, -1.70353, 0.59741], [0.50254, -0.12758, 0.57722], [-0.38562, -2.02429, 1.56426], [-0.26348, 0.23932, -0.95159], [2.40638, 0.54804, 1.41767], [-0.09140, 0.13708, 1.47269], [-0.73239, -3.12419, 1.79410], [0.09866, -1.95169, 2.56096], [-0.60963, 1.23900, -1.21485], [1.42187, 1.78336, 0.86347], [2.07737, 0.83545, -0.25311], [-1.30849, -1.38264, 1.56891], [0.57823, -2.07294, -0.33357], [0.52217, -0.30095, -2.73173], [1.83402, -1.98979, 0.81005], [-5.78530, 0.10454, -4.09867], [-1.05388, -0.48111, -0.97439], [3.41646, 1.74480, 3.16290], [2.04427, 1.59973, 4.03548], [-4.42514, 1.05391, -4.10033]], "atomic_forces_ev_per_a": [[-2.0, 0.3, 2.9], [1.3, -0.9, 0.1], [1.9, 1.1, -0.4], [-0.1, -1.5, 2.4], [3.6, 2.9, 2.0], [-1.2, 1.3, -2.4], [-1.3, -3.5, 3.8], [1.3, 0.5, 1.9], [-1.3, 0.5, -1.4], [0.2, 0.2, -0.9], [0.6, 1.7, -1.6], [-0.5, 0.9, -0.2], [-0.8, 0.3, 1.7], [-0.2, -0.2, 0.2], [1.4, -0.1, -2.1], [1.0, -0.7, -0.3], [-0.7, -1.1, -3.3], [-0.3, -0.3, 0.1], [-2.8, 0.5, 0.3], [0.5, 0.3, -0.5], [-0.4, -0.5, -0.5], [0.4, 0.3, 0.5], [1.9, -0.4, -3.2], [-2.3, -1.4, 0.8]], "lowdin_charge": [-0.0954, -0.0684, -0.1049, 0.1865, -0.2110, -0.1779, -0.1455, -0.1368, 0.1612, 0.1265, 0.1265, 0.0877, 0.1212, 0.1598, 0.1077, 0.1010, 0.0534, 0.1105, 0.1767, 0.0276, 0.1105, 0.0501, 0.1556, 0.0772], "relative_energy_ev": 3.213, "lumo_ev": -3.1, "total_charge": 1, "gap_ev": 10.33}

=====

2.
{"formula": "C4H16NO3", "method": "the ωB97M-V functional and the def2-TZVPD basis", "species": ["O", "O", "O", "N", "C", "C", "C", "C", "H", "H", "H", "H", "H", "H", "H", "H", "H", "H", "H", "H", "H", "H", "H", "H"], "positions_angstrom": [[1.24173, 3.02874, 0.43984], [-1.63916, -1.46626, -1.97719], [-0.74062, -2.46840, 2.26312], [1.38942, 0.80033, 1.23157], [-0.10769, 0.26263, -1.53850], [0.28853, -0.23936, 0.91332], [-0.29967, -1.05028, -2.20736], [-0.68491, 0.23067, -0.07679], [1.91275, 1.06563, 0.38818], [0.98724, 0.50996, -1.39655], [0.07510, -0.62992, 1.90904], [0.44164, 3.20344, -0.06794], [0.69595, -1.25088, 0.44900], [1.11824, 1.69638, 1.60416], [-1.64256, -2.12871, 2.17078], [-2.33508, -1.05984, -2.50562], [-0.65983, 1.02575, -2.11153], [-1.15264, 1.20649, 0.13477], [-1.61401, -0.36593, -0.09948], [0.06612, -1.23008, -3.26652], [2.07228, 0.36340, 1.84336], [0.25803, -1.90605, -1.77462], [1.26115, 3.75717, 1.09283], [-0.93199, -3.35488, 2.58214]], "atomic_forces_ev_per_a": [[-0.3, 1.9, 0.4], [-0.5, -0.6, -0.2], [-0.8, -0.2, 0.1], [1.1, -2.6, -1.1], [0.9, 0.9, 1.3], [1.9, -2.4, 0.4], [0.1, -2.6, -0.9], [-2.1, 1.2, -1.2], [-0.2, -0.1, 0.2], [-1.0, 0.0, -0.9], [-1.1, 0.6, -0.3], [0.0, 0.1, -0.2], [0.2, 2.3, 0.9], [-0.8, 0.1, 0.2], [0.2, 0.2, -0.1], [0.5, 0.2, -0.3], [0.6, 0.0, 0.2], [0.6, 0.1, 0.3], [0.8, -0.3, 0.2], [-0.8, 1.2, 0.8], [0.0, -0.1, 0.2], [0.0, 0.7, 0.6], [0.2, -0.2, -0.6], [0.4, -0.3, 0.1]], "lowdin_charge": [-0.0481, -0.0830, -0.0569, 0.1600, -0.1689, -0.1570, -0.2762, -0.2092, 0.1345, 0.1215, 0.0957, 0.0780, 0.1734, 0.1128, 0.0601, 0.1046, 0.1259, 0.1163, 0.1232, 0.1451, 0.1656, 0.1229, 0.1007, 0.0590], "relative_energy_ev": 2.055, "lumo_ev": -3.1, "total_charge": 1, "gap_ev": 10.65}

=====

3.
{"formula": "C4H16O3", "method": "the ωB97M-V functional and the def2-TZVPD basis", "species": ["O", "O", "O", "C", "C", "C", "C", "H", "H", "H", "H", "H", "H", "H", "H", "H", "H", "H", "H", "H", "H", "H", "H"], "positions_angstrom": [[-1.25702, -1.42513, 2.28046], [1.57086, -5.65959, -1.86207], [2.94237, 2.34132, 4.41774], [-2.30160, 1.70608, -0.97850], [-0.40622, 2.27048, -2.43979], [-0.54540, -0.00950, -1.16315], [-0.78139, 1.56464, -1.13166], [1.37226, -4.89609, -1.31956], [-0.41088, 3.36506, -2.35565], [2.36592, -6.07596, -1.53432], [0.32987, -0.33868, -0.57669], [3.38194, 3.23769, 4.18814], [3.57885, 1.65221, 4.23828], [-2.88375, 0.82094, -1.05809], [-1.45394, -0.57367, -0.69548], [0.65133, 2.11149, -2.66829], [-2.58718, 2.23706, -0.07202], [-0.92879, -1.96899, 2.99885], [-0.39749, -0.32550, -2.21879], [-2.86599, 2.43999, -1.77755], [-0.74425, -0.70636, 1.91563], [-0.26882, 2.12308, -0.28162], [-1.07968, 1.99174, -3.26754]], "atomic_forces_ev_per_a": [[-1.6, -0.5, -0.6], [-0.4, -0.1, -0.5], [0.5, 2.5, -0.4], [-1.9, 3.6, -1.3], [0.9, 0.2, 0.0], [-0.5, 0.0, 0.7], [-0.8, -0.4, 0.0], [0.2, 0.0, 0.2], [-0.6, -0.2, 0.3], [0.2, 0.1, 0.3], [-0.1, 0.2, -0.4], [-1.0, -2.5, 0.5], [0.4, 0.0, -0.1], [-0.2, -0.9, 0.1], [1.7, 1.0, -1.0], [-0.1, -0.5, -0.4], [0.0, -0.3, 0.4], [0.8, 0.7, -0.2], [-0.2, 0.0, 0.7], [1.8, -1.6, 1.5], [0.8, -0.2, 0.7], [-0.5, -1.1, -0.9], [0.5, -0.1, 0.3]], "lowdin_charge": [-0.0608, -0.0539, -0.0980, -0.1293, -0.1284, -0.0860, -0.4508, 0.0278, 0.0734, 0.0261, 0.0565, 0.0846, 0.0134, 0.0389, 0.0893, 0.0683, 0.0592, 0.0345, 0.0749, 0.1224, 0.0179, 0.1381, 0.0820], "relative_energy_ev": 1.754, "lumo_ev": 0.5, "gap_ev": 11.53, "smiles": "CC(C)C.O.O.O"}

=====

4.
{"formula": "C4H16O3", "method": "the ωB97M-V functional and the def2-TZVPD basis", "species": ["O", "O", "O", "C", "C", "C", "C", "H", "H", "H", "H", "H", "H", "H", "H", "H", "H", "H", "H", "H", "H", "H", "H"], "positions_angstrom": [[0.28936, 1.46646, -2.90780], [-1.54900, 2.72021, -1.05461], [1.05770, -2.98491, 2.75798], [-1.27974, -0.17186, -0.37434], [1.11938, -0.74804, -0.66435], [0.17109, 0.05773, 0.17477], [0.22687, -0.11309, 1.69073], [-2.37100, 3.18513, -1.14967], [2.06003, -3.01945, 2.67325], [-0.37665, 0.66829, 2.14067], [-1.63574, -1.22657, -0.30195], [1.16035, -1.78445, -0.54690], [0.84156, -3.87889, 3.05911], [2.11158, -0.38201, -0.37367], [1.07261, -0.61148, -1.72788], [1.21829, -0.11862, 2.11388], [-0.61393, 1.49289, -2.77407], [-0.94964, 3.40281, -1.15494], [-1.93992, 0.38734, 0.22603], [-0.43055, -1.00453, 1.87040], [0.79298, 1.39155, -2.08004], [-1.37047, 0.17916, -1.50325], [0.39484, 1.09237, -0.09336]], "atomic_forces_ev_per_a": [[3.7, 0.0, -1.0], [-1.6, -1.9, 0.3], [2.0, -0.5, 0.0], [0.8, -0.4, -1.8], [2.0, 1.2, 0.6], [-1.6, 0.1, -1.5], [-2.0, -0.8, -0.9], [-0.9, 0.0, 0.0], [-1.9, 0.2, 0.1], [0.2, 0.5, 0.1], [0.6, 0.5, -0.1], [-0.4, -1.8, 0.7], [0.0, 0.2, -0.1], [0.3, -0.3, -0.2], [-0.5, 0.4, -0.5], [0.2, -0.4, 0.2], [-2.6, 0.2, 1.1], [2.4, 2.1, -0.3], [-1.1, 0.9, 0.5], [1.4, 0.2, 0.4], [-0.9, 0.0, -0.4], [0.1, -0.9, 2.5], [0.0, 0.3, 0.3]], "lowdin_charge": [-0.0385, -0.0062, -0.0889, -0.0937, -0.1029, -0.4867, -0.0764, 0.0506, 0.0732, 0.0694, 0.0853, 0.0567, 0.0327, 0.0852, 0.0606, 0.0695, -0.0389, 0.0107, 0.0369, 0.0836, 0.0254, 0.0941, 0.0982], "relative_energy_ev": 1.339, "lumo_ev": 0.6, "gap_ev": 11.28, "smiles": "CC(C)C.O.O.O"}

=====

5.
{"formula": "C4H16O4", "method": "the ωB97M-V functional and the def2-TZVPD basis", "species": ["O", "O", "O", "O", "C", "C", "C", "C", "H", "H", "H", "H", "H", "H", "H", "H", "H", "H", "H", "H", "H", "H", "H", "H"], "positions_angstrom": [[-2.98770, 3.98434, 3.80296], [0.78708, -0.84009, -0.86355], [1.19637, -1.65097, -3.93575], [2.31980, -3.94589, 3.14679], [-0.52519, 1.05946, -0.17739], [-0.00627, 0.24190, -1.35110], [0.57084, 1.70972, 0.70272], [-1.19512, -0.30426, -2.14086], [-3.81169, 3.54460, 4.06977], [-0.84164, -1.08416, -2.79638], [2.96415, -4.50769, 3.58311], [-3.42439, 4.60284, 3.19745], [1.34458, -1.30600, -3.04110], [0.74830, 2.66780, 0.20740], [-1.29493, 0.59112, 0.44491], [1.50969, -4.00600, 3.66945], [1.51698, 1.20137, 0.70394], [0.27496, -1.35816, -0.23531], [0.20878, 1.84148, 1.71891], [0.61024, 0.83143, -2.01797], [-1.62614, 0.45027, -2.79328], [-1.13444, 1.87508, -0.59374], [-1.94727, -0.79842, -1.52666], [1.52911, -0.91223, -4.46275]], "atomic_forces_ev_per_a": [[-1.4, 0.1, -0.3], [0.7, 0.1, -0.5], [0.4, 0.7, 0.1], [-0.3, 0.1, 0.0], [0.1, 1.3, 0.2], [-1.8, -0.9, 1.1], [-0.8, 0.4, -1.0], [0.4, -0.3, -0.5], [0.6, -0.4, 0.5], [0.2, -0.2, -0.4], [0.0, -0.1, 0.1], [0.8, 0.3, -0.1], [-0.1, -0.5, 0.2], [0.2, 0.2, 0.6], [0.4, -0.9, -0.2], [0.3, -0.1, -0.1], [0.2, -0.6, 0.1], [-0.1, 0.0, 0.0], [0.2, 0.2, 0.0], [0.4, 0.2, 0.1], [-0.3, 0.2, 0.2], [0.2, 0.0, -0.1], [-0.1, 0.4, 0.3], [-0.1, -0.3, -0.3]], "lowdin_charge": [-0.0710, -0.0494, -0.0618, -0.0618, -0.2280, -0.4480, -0.0864, -0.0579, 0.0362, 0.0517, 0.0283, 0.0345, 0.0089, 0.0691, 0.1099, 0.0335, 0.0603, 0.1024, 0.0682, 0.1420, 0.0840, 0.1106, 0.0833, 0.0414], "relative_energy_ev": 0.855, "lumo_ev": 0.8, "gap_ev": 10.99, "smiles": "CC[C@H](C)O.O.O.O"}

=====

6.
{"formula": "C4H16O4", "method": "the ωB97M-V functional and the def2-TZVPD basis", "species": ["O", "O", "O", "O", "C", "C", "C", "C", "H", "H", "H", "H", "H", "H", "H", "H", "H", "H", "H", "H", "H", "H", "H", "H"], "positions_angstrom": [[-6.15553, -3.15334, 0.81114], [-4.12470, -4.76464, 4.74225], [-2.67076, -8.12406, 7.96883], [-1.78436, -3.75765, 4.13748], [-5.34884, -4.07575, 1.53624], [-2.59320, -9.02014, 6.92006], [-4.00170, -6.12056, 4.31081], [-1.63282, -2.58970, 3.38195], [-3.25194, -4.36492, 4.75215], [-1.85977, -1.70287, 3.97366], [-5.20979, -3.64568, 2.52810], [-3.14190, -6.23707, 3.65106], [-2.37651, -2.70544, 2.59352], [-1.83887, -8.83224, 6.15600], [-3.80982, -6.66500, 5.23540], [-4.39659, -4.13773, 1.00947], [-2.91343, -8.63097, 8.74713], [-5.80540, -5.05692, 1.66642], [-0.90440, -4.00499, 4.43090], [-6.87298, -3.67727, 0.44734], [-0.66003, -2.49325, 2.89977], [-3.55317, -9.06407, 6.40564], [-4.89503, -6.63200, 3.95233], [-2.39066, -9.97603, 7.40314]], "atomic_forces_ev_per_a": [[0.1, -0.9, 0.3], [-2.7, -2.7, -0.6], [0.3, 1.6, 0.6], [0.4, -1.3, 1.0], [-0.2, 0.7, -0.5], [-0.4, -1.5, -0.1], [0.3, 1.0, -0.2], [-0.9, 1.1, -1.3], [2.6, 1.3, -0.4], [0.1, 0.0, 0.0], [0.3, 0.1, 0.5], [0.1, 0.1, 0.1], [0.1, 0.5, -0.2], [0.3, 0.4, 0.4], [0.5, -0.3, 0.9], [0.2, -0.3, 0.2], [0.0, 0.3, 0.1], [0.0, 0.0, -0.2], [-0.1, -0.3, 0.4], [-0.3, 0.3, -0.2], [0.0, -0.2, 0.2], [-0.3, -0.3, -0.2], [-0.5, 0.9, -0.1], [0.1, -0.5, -0.9]], "lowdin_charge": [-0.0648, 0.2167, -0.1129, -0.1285, -0.1506, -0.1980, 0.0324, -0.1067, 0.0710, 0.0972, 0.0689, 0.1279, 0.0818, 0.0780, 0.1402, 0.0878, 0.0872, 0.0828, 0.1149, 0.0882, 0.1019, 0.0663, 0.1281, 0.0904], "relative_energy_ev": 2.819, "spin_multiplicity": 2, "lumo_ev": [-3.0, -9.7], "total_charge": 1, "gap_ev": [10.32, 3.62]}